# 1
A 8-piece molecular cluster, C60H67FIN4O23P2S overall. Source: the Open Molecules 2025 dataset; level of theory: the ωB97M-V functional and the def2-TZVPD basis.

Output
* spin multiplicity: 1
* charge: +1
* M: 1452.12 g/mol
* highest occupied orbital energy: -11.054 eV
* E_LUMO: -4.496 eV
* DFT total energy: -156561.953 eV
* frontier orbital gap: 6.56 eV

Each line ends with the Mulliken charge.
Element x y z (Å)
1 C 0.905 -1.262 -6.400  -0.525
2 C -0.655 -1.523 -6.041  -0.456
3 C -1.270 -0.589 -4.796  -0.354
4 N -0.324 -0.130 -3.784  1.034
5 C -0.688 -0.014 -2.357  0.271
6 P -2.327 0.962 -2.424  0.796
7 N -2.352 2.138 -3.581  -0.301
8 O -2.789 1.805 -0.970  -0.513
9 O -3.748 -0.036 -2.810  -0.371
10 C 0.521 1.014 -1.807  -3.096
11 C 0.787 2.442 -2.543  -0.358
12 C 2.376 2.680 -3.022  -0.212
13 C 2.504 2.650 -4.686  -0.649
14 I 2.792 4.803 -2.477  0.042
15 C 0.742 0.881 -0.147  2.229
16 C -0.016 2.055 0.635  -0.350
17 C -1.121 1.707 1.778  -0.911
18 N -0.514 0.943 2.974  -0.455
19 C 2.326 1.286 0.072  -1.417
20 C 2.866 1.292 1.617  0.327
21 C 4.372 0.588 1.810  -0.686
22 O 3.137 2.718 2.018  -0.614
23 C 0.296 -0.721 -0.151  -0.408
24 P 1.555 -1.858 0.720  0.554
25 O 1.606 -1.609 2.315  -0.730
26 O 1.225 -3.593 0.617  -0.145
27 O 3.200 -1.775 0.052  -0.530
28 N -0.513 -1.206 -1.382  1.051
29 C 0.021 -2.432 -2.139  -0.603
30 C 1.565 -2.469 -2.600  0.118
31 O 2.248 -1.688 -3.434  -0.365
32 F 2.399 -3.642 -2.120  -0.303
33 S -1.965 -1.946 -0.699  0.846
34 C -2.976 -2.999 -1.879  -0.769
35 O -2.971 -1.008 -0.006  -0.556
36 O -1.665 -2.967 0.472  -0.424
37 H 1.526 -2.160 -5.914  0.128
38 H 1.095 -1.360 -7.569  0.346
39 H 1.350 -0.229 -6.081  0.013
40 H -0.788 -2.641 -5.710  0.206
41 H -1.333 -1.394 -7.017  0.405
42 H -1.828 0.293 -5.376  0.400
43 H -2.152 -1.279 -4.388  -0.191
44 H 0.601 0.202 -4.082  -0.189
45 H -3.124 1.898 -4.266  0.050
46 H -2.943 2.777 -1.158  0.293
47 H -4.452 0.629 -3.070  0.084
48 H 1.504 0.416 -2.129  0.214
49 H 0.227 2.445 -3.599  -0.094
50 H 0.414 3.397 -1.982  0.532
51 H 3.120 1.933 -2.519  0.345
52 H 3.455 3.283 -4.968  0.490
53 H 1.590 3.189 -5.218  0.190
54 H 2.596 1.508 -4.975  0.070
55 H -0.577 2.749 -0.161  0.109
56 H 0.689 2.871 1.159  0.464
57 H -1.995 1.019 1.390  0.106
58 H -1.575 2.691 2.244  0.393
59 H -0.441 1.628 3.783  0.268
60 H -1.208 0.222 3.322  0.232
61 H 3.071 0.723 -0.651  0.473
62 H 2.391 2.430 -0.271  0.169
63 H 2.087 0.927 2.421  0.460
64 H 4.251 -0.544 2.168  0.008
65 H 5.003 1.166 2.609  0.151
66 H 4.911 0.553 0.757  0.185
67 H 2.517 2.936 2.776  0.394
68 H -0.524 -0.695 0.713  0.419
69 H 2.086 -4.100 0.549  0.230
70 H 3.740 -2.486 0.544  0.397
71 H -0.586 -2.644 -3.147  0.677
72 H -0.180 -3.452 -1.546  0.585
73 H -4.060 -3.173 -1.418  0.391
74 H -3.139 -2.559 -2.943  0.204
75 H -2.446 -4.041 -1.987  0.360
76 C 0.197 -5.559 2.603  -0.055
77 C -0.484 -5.096 3.656  -0.227
78 C -0.274 -5.650 5.008  0.203
79 O -0.898 -5.229 5.972  -0.564
80 C 0.719 -6.734 5.152  -0.427
81 C 1.400 -7.196 4.099  -0.433
82 C 1.189 -6.642 2.747  0.357
83 O 1.814 -7.064 1.783  -0.584
84 H 0.054 -5.164 1.605  0.255
85 H -1.215 -4.301 3.567  0.511
86 H 0.861 -7.128 6.151  0.479
87 H 2.131 -7.991 4.188  0.440
88 C 7.272 2.477 6.505  -0.389
89 C 6.651 2.001 5.422  -0.388
90 C 6.715 0.569 5.069  0.378
91 O 6.148 0.133 4.077  -0.501
92 C 7.492 -0.316 5.960  -0.253
93 C 8.114 0.160 7.043  -0.465
94 C 8.049 1.592 7.396  0.312
95 O 8.616 2.029 8.388  -0.561
96 H 7.235 3.525 6.778  0.420
97 H 6.076 2.637 4.759  0.487
98 H 7.529 -1.363 5.687  0.527
99 H 8.688 -0.476 7.706  0.411
100 C 3.831 -3.486 7.647  -0.535
101 C 4.903 -2.738 7.367  -0.242
102 C 5.991 -2.562 8.349  0.271
103 O 6.972 -1.876 8.095  -0.398
104 C 5.850 -3.246 9.650  -0.410
105 C 4.779 -3.994 9.929  -0.434
106 C 3.690 -4.170 8.948  0.187
107 O 2.710 -4.856 9.202  -0.515
108 H 3.024 -3.625 6.938  0.571
109 H 5.022 -2.231 6.417  0.544
110 H 6.658 -3.107 10.358  0.429
111 H 4.660 -4.501 10.879  0.453
112 C 0.122 -5.673 10.992  -0.214
113 C -1.092 -5.120 11.066  -0.362
114 C -2.076 -5.563 12.073  0.343
115 O -3.188 -5.058 12.141  -0.556
116 C -1.666 -6.640 12.996  -0.349
117 C -0.452 -7.193 12.922  -0.377
118 C 0.532 -6.750 11.915  0.266
119 O 1.644 -7.255 11.848  -0.560
120 H 0.855 -5.361 10.259  0.610
121 H -1.408 -4.328 10.397  0.438
122 H -2.399 -6.952 13.730  0.411
123 H -0.136 -7.985 13.591  0.416
124 C -7.023 2.804 -5.555  -0.414
125 C -8.237 3.358 -5.481  -0.399
126 C -9.221 2.915 -4.474  0.307
127 O -10.333 3.420 -4.406  -0.521
128 C -8.811 1.838 -3.551  -0.403
129 C -7.597 1.284 -3.625  -0.305
130 C -6.613 1.727 -4.632  0.508
131 O -5.500 1.223 -4.699  -0.593
132 H -6.289 3.117 -6.288  0.517
133 H -8.553 4.150 -6.150  0.421
134 H -9.544 1.526 -2.817  0.423
135 H -7.281 0.493 -2.956  0.454
136 C -1.481 6.610 -6.615  -0.338
137 C -2.695 7.164 -6.541  -0.595
138 C -3.679 6.721 -5.534  0.238
139 O -4.791 7.226 -5.467  -0.595
140 C -3.269 5.644 -4.611  -0.330
141 C -2.055 5.090 -4.685  0.178
142 C -1.071 5.533 -5.693  0.170
143 O 0.041 5.028 -5.760  -0.502
144 H -0.748 6.923 -7.349  0.438
145 H -3.011 7.956 -7.211  0.512
146 H -4.002 5.331 -3.878  0.482
147 H -1.739 4.299 -4.016  0.280
148 C -2.539 5.735 -11.641  -0.412
149 C -3.609 5.549 -12.420  -0.398
150 C -4.968 5.470 -11.849  0.276
151 O -5.947 5.297 -12.562  -0.540
152 C -5.099 5.607 -10.385  -0.466
153 C -4.029 5.793 -9.606  -0.074
154 C -2.670 5.872 -10.177  0.389
155 O -1.691 6.044 -9.465  -0.470
156 H -1.535 5.794 -12.043  0.430
157 H -3.529 5.447 -13.496  0.403
158 H -6.103 5.548 -9.983  0.455
159 H -4.109 5.895 -8.530  0.418


# 2
A 8-piece molecular cluster, C60H73BFNO7 overall. Source: the Open Molecules 2025 dataset; level of theory: the ωB97M-V functional and the def2-TZVPD basis.

Output
* SMILES string: CC(=O)NCCCC[C@H]1[C@@H](CCCCOC(C)=O)OC(=O)[C@@]1(B(O)O)[C@H](C)F.c1ccccc1.c1ccccc1.c1ccccc1.c1ccccc1.c1ccccc1.c1ccccc1.c1ccccc1
* spin multiplicity: 1
* M: 950.05 g/mol
* highest occupied orbital energy: -9.398 eV
* E_LUMO: 0.329 eV
* DFT total energy: -82623.143 eV
* frontier orbital gap: 9.73 eV

Each line ends with the Mulliken charge.
Element x y z (Å)
1 C -7.385 -0.353 0.941  -0.868
2 C -6.043 -0.975 1.239  0.359
3 O -5.893 -2.173 1.257  -0.596
4 N -4.951 -0.080 1.499  -0.299
5 C -4.188 0.112 0.226  -0.436
6 C -3.449 1.450 0.209  -1.281
7 C -2.196 1.413 1.115  -0.709
8 C -0.836 1.259 0.380  -0.812
9 C -0.048 -0.004 0.780  0.059
10 C 0.599 -0.876 -0.337  -0.740
11 C 1.258 -0.180 -1.539  -0.362
12 C 2.248 -1.053 -2.352  -1.204
13 C 3.609 -1.282 -1.682  -0.080
14 C 4.458 -2.324 -2.405  -0.787
15 O 3.823 -3.610 -2.244  -0.229
16 C 4.536 -4.642 -2.768  0.655
17 C 3.784 -5.470 -3.779  -0.966
18 O 5.668 -4.864 -2.456  -0.550
19 O 1.432 -1.763 0.408  -0.473
20 C 1.478 -1.472 1.740  -0.597
21 O 1.913 -2.243 2.530  -0.575
22 C 0.976 -0.027 1.957  1.592
23 B 0.344 0.290 3.389  0.753
24 O -0.388 1.426 3.671  -0.747
25 O 0.519 -0.579 4.436  -0.653
26 C 2.288 0.809 1.876  -0.309
27 C 2.178 2.305 2.182  -1.305
28 F 2.928 0.674 0.637  -0.297
29 H -7.799 -0.861 0.062  0.307
30 H -7.295 0.723 0.761  0.305
31 H -8.063 -0.526 1.785  0.294
32 H -4.365 -0.626 2.130  0.366
33 H -3.459 -0.712 0.158  0.311
34 H -4.874 -0.009 -0.621  0.560
35 H -3.197 1.735 -0.823  0.399
36 H -4.143 2.220 0.571  0.400
37 H -2.191 2.296 1.767  0.482
38 H -2.328 0.561 1.795  0.362
39 H -0.243 2.176 0.455  0.238
40 H -1.061 1.157 -0.694  0.509
41 H -0.818 -0.698 1.156  0.567
42 H -0.257 -1.431 -0.753  0.717
43 H 0.436 0.093 -2.217  0.130
44 H 1.747 0.763 -1.273  0.466
45 H 1.760 -2.010 -2.590  0.399
46 H 2.419 -0.553 -3.315  0.457
47 H 3.497 -1.580 -0.642  0.076
48 H 4.180 -0.341 -1.690  0.413
49 H 5.471 -2.347 -1.996  0.415
50 H 4.461 -2.069 -3.478  0.278
51 H 3.888 -4.967 -4.749  0.233
52 H 4.220 -6.469 -3.827  0.323
53 H 2.720 -5.518 -3.528  0.315
54 H -0.367 2.078 2.963  0.358
55 H 0.425 -0.044 5.240  0.290
56 H 2.968 0.370 2.622  0.565
57 H 2.213 2.476 3.265  0.220
58 H 1.287 2.782 1.763  0.299
59 H 3.069 2.792 1.769  0.414
60 C 2.073 1.349 10.014  -0.445
61 C 1.124 2.341 9.805  -0.032
62 C 0.831 2.762 8.516  -0.715
63 C 1.485 2.184 7.436  -0.119
64 C 2.433 1.192 7.644  -0.394
65 C 2.730 0.775 8.934  -0.478
66 H 2.302 1.022 11.020  0.353
67 H 0.612 2.786 10.649  0.311
68 H 0.095 3.538 8.353  0.366
69 H 1.257 2.511 6.427  0.369
70 H 2.941 0.747 6.797  0.389
71 H 3.472 0.004 9.097  0.381
72 C -11.126 -1.814 1.354  -0.292
73 C -11.604 -2.625 0.334  -0.485
74 C -12.697 -2.219 -0.419  -0.331
75 C -13.308 -1.001 -0.156  -0.383
76 C -12.828 -0.189 0.862  -0.358
77 C -11.738 -0.597 1.620  -0.382
78 H -10.275 -2.132 1.943  0.445
79 H -11.124 -3.572 0.127  0.366
80 H -13.074 -2.853 -1.211  0.357
81 H -14.159 -0.683 -0.746  0.353
82 H -13.304 0.762 1.066  0.356
83 H -11.367 0.035 2.417  0.356
84 C 8.578 1.767 -3.221  -0.570
85 C 8.289 2.548 -2.111  -0.373
86 C 7.861 1.950 -0.933  -0.431
87 C 7.727 0.570 -0.864  -0.411
88 C 8.013 -0.209 -1.977  -0.380
89 C 8.437 0.387 -3.157  -0.408
90 H 8.914 2.233 -4.139  0.413
91 H 8.401 3.624 -2.162  0.379
92 H 7.635 2.560 -0.067  0.380
93 H 7.400 0.101 0.055  0.408
94 H 7.910 -1.286 -1.921  0.427
95 H 8.662 -0.219 -4.024  0.569
96 C 8.185 -0.018 -8.835  -0.429
97 C 7.862 0.770 -7.739  -0.480
98 C 7.417 0.175 -6.566  -0.272
99 C 7.299 -1.206 -6.487  -0.361
100 C 7.625 -1.993 -7.583  -0.574
101 C 8.066 -1.399 -8.757  -0.327
102 H 8.532 0.444 -9.751  0.366
103 H 7.961 1.846 -7.797  0.367
104 H 7.165 0.790 -5.711  0.495
105 H 6.958 -1.668 -5.568  0.484
106 H 7.537 -3.070 -7.521  0.373
107 H 8.317 -2.013 -9.613  0.361
108 C -2.554 4.591 14.726  -0.398
109 C -2.519 3.235 15.020  -0.313
110 C -1.469 2.452 14.562  -0.480
111 C -0.450 3.026 13.815  -0.225
112 C -0.484 4.383 13.523  -0.430
113 C -1.537 5.165 13.976  -0.333
114 H -3.375 5.201 15.081  0.353
115 H -3.312 2.788 15.607  0.353
116 H -1.444 1.393 14.788  0.354
117 H 0.371 2.416 13.462  0.396
118 H 0.312 4.832 12.942  0.375
119 H -1.566 6.222 13.744  0.358
120 C -4.378 -1.559 -3.404  -0.585
121 C -3.194 -0.841 -3.314  0.158
122 C -2.480 -0.516 -4.459  -0.845
123 C -2.967 -0.899 -5.702  -0.226
124 C -4.153 -1.616 -5.794  -0.410
125 C -4.857 -1.950 -4.646  -0.482
126 H -4.927 -1.815 -2.506  0.469
127 H -2.824 -0.536 -2.341  0.367
128 H -1.555 0.041 -4.387  0.386
129 H -2.426 -0.638 -6.602  0.385
130 H -4.531 -1.912 -6.764  0.351
131 H -5.779 -2.513 -4.719  0.378
132 C 0.512 -1.327 -9.190  -0.472
133 C 0.778 -0.613 -10.350  -0.397
134 C -0.262 -0.056 -11.080  -0.331
135 C -1.572 -0.205 -10.647  -0.517
136 C -1.840 -0.915 -9.485  -0.169
137 C -0.798 -1.478 -8.759  -0.307
138 H 1.324 -1.762 -8.622  0.395
139 H 1.800 -0.491 -10.686  0.363
140 H -0.052 0.495 -11.987  0.358
141 H -2.384 0.232 -11.214  0.364
142 H -2.861 -1.030 -9.144  0.321
143 H -1.009 -2.036 -7.855  0.431